Entry 1:
The following is a DFT calculation (ωB97M-V/def2-TZVPD) of a molecular structure, C11H20F6FeN5O4S2.

Each line ends with the Mulliken charge.
Element x y z (Å)
Fe1 -0.10 0.33 -0.23  1.0692
C1 0.48 3.09 1.44  -0.9370
C2 1.78 2.30 1.14  -0.3693
N1 1.60 0.88 1.36  0.0661
C3 1.48 0.45 2.75  -0.8535
C4 0.49 -0.73 2.84  -0.9256
N2 -0.67 -0.53 1.98  -0.0274
C5 -1.74 0.33 2.48  -0.8434
C6 -1.38 1.83 2.46  -0.7871
N3 -0.70 2.25 1.24  -0.2128
H1 0.50 3.46 2.47  0.3303
H2 0.45 3.95 0.78  0.5047
H3 2.04 2.44 0.09  0.0782
H4 2.60 2.71 1.76  0.4494
H5 2.29 0.33 0.87  0.2094
H6 2.44 0.12 3.15  0.4899
H7 1.13 1.28 3.35  0.3293
H8 1.00 -1.64 2.50  0.4166
H9 0.20 -0.87 3.89  0.3490
H10 -1.06 -1.43 1.74  0.2793
H11 -2.60 0.17 1.84  0.3576
H12 -2.02 0.07 3.51  0.4107
H13 -2.32 2.37 2.60  0.5497
H14 -0.75 2.05 3.32  0.2765
H15 -1.36 2.70 0.61  0.3810
F1 4.22 2.02 -1.31  -0.2229
C7 4.00 0.78 -1.77  0.7461
F2 5.06 0.38 -2.44  -0.2166
F3 3.86 0.00 -0.69  -0.2490
S1 2.38 0.71 -2.72  0.9793
O1 1.45 1.20 -1.71  -0.6706
O2 2.53 1.49 -3.88  -0.5830
N4 2.18 -0.84 -2.94  -0.4941
S2 1.06 -1.50 -2.08  1.4991
O3 1.32 -1.55 -0.65  -0.6023
O4 -0.27 -1.02 -2.34  -0.6906
C8 1.10 -3.27 -2.68  0.4277
F4 2.25 -3.85 -2.38  -0.1860
F5 0.12 -3.93 -2.04  -0.1967
F6 0.88 -3.36 -3.98  -0.1846
C9 -4.87 -1.70 -2.33  -1.2597
C10 -3.57 -2.12 -1.64  -0.2038
C11 -2.88 -1.01 -1.08  0.5171
N5 -2.35 -0.11 -0.58  -0.5985
H16 -5.38 -2.58 -2.72  0.3599
H17 -4.67 -1.03 -3.15  0.3737
H18 -5.53 -1.21 -1.62  0.3513
H19 -2.89 -2.59 -2.36  0.2083
H20 -3.77 -2.83 -0.84  0.3048

Properties
DFT total energy	-3664.96488	Ha
total charge	+1
orbital gap (alpha / beta)	10.47 / 10.00	eV
relative energy (zero: lowest compared OMol25 entry of this formula, charge and spin)	79.6	kJ/mol
multiplicity	5

Entry 2:
The following is a DFT calculation (ωB97M-V/def2-TZVPD) of a molecular structure, C11H20F9N4O4PSi2.

Each line ends with the Mulliken charge.
Element x y z (Å)
C1 0.96 1.10 3.81  -0.6433
C2 0.59 1.47 2.48  -0.1741
C3 0.00 1.88 0.97  0.1921
Si1 0.95 0.97 -0.47  0.4613
O1 1.21 -0.72 -0.04  -0.2411
Si2 0.33 -1.81 -1.10  0.4593
C4 -1.25 -2.60 -0.25  -0.5174
C5 -2.62 -1.73 -0.68  -0.6214
C6 -3.33 -1.08 0.64  0.5955
F1 -2.38 -0.56 1.66  -0.2515
F2 -4.05 -2.22 1.32  -0.3457
C7 -4.47 0.05 0.33  0.6114
F3 -5.87 -0.51 0.37  -0.2894
F4 -4.42 1.02 1.50  -0.2756
C8 -4.21 0.96 -1.01  0.4753
F5 -4.50 0.24 -2.30  -0.2755
F6 -2.80 1.49 -1.02  -0.1683
C9 -5.17 2.33 -1.08  0.5007
F7 -4.70 3.41 -0.18  -0.1948
F8 -6.61 2.00 -0.97  -0.2058
F9 -4.97 2.85 -2.49  -0.2494
P1 2.80 2.12 -0.81  0.2021
O2 2.87 3.33 0.26  -0.6711
H1 0.90 1.03 4.99  0.3126
H2 0.01 3.07 0.83  0.4164
H3 -1.12 1.56 0.91  -0.0423
H4 0.21 0.98 -1.73  -0.1338
H5 -0.09 -1.16 -2.35  -0.1302
H6 1.23 -2.93 -1.49  -0.2300
H7 -1.09 -2.64 0.91  0.2737
H8 -1.30 -3.71 -0.64  0.2743
H9 -3.35 -2.52 -1.19  0.3443
H10 -2.25 -0.97 -1.49  0.3493
H11 4.02 1.36 -0.67  0.0979
H12 2.67 2.79 -2.11  0.0782
C10 6.19 4.50 -1.51  0.6769
O3 5.74 3.59 -2.20  -0.6371
N1 7.51 4.64 -1.27  -0.4070
N2 5.42 5.43 -0.93  -0.3544
H13 7.90 5.37 -0.71  0.1537
H14 8.13 3.95 -1.69  0.2226
H15 4.42 5.36 -1.09  0.2067
H16 5.78 6.18 -0.37  0.1658
C11 0.13 -5.76 1.40  0.5892
O4 0.25 -4.64 0.93  -0.5494
N3 -0.94 -6.15 2.12  -0.3651
N4 1.08 -6.71 1.26  -0.4409
H17 -1.05 -7.06 2.52  0.1660
H18 -1.67 -5.46 2.25  0.2147
H19 1.90 -6.47 0.73  0.2238
H20 1.00 -7.64 1.64  0.1507

Properties
DFT total energy	-2770.03009	Ha
total charge	0
orbital gap	8.60	eV
multiplicity	1

Entry 3:
The following is a DFT calculation (ωB97M-V/def2-TZVPD) of a single C11H20N2O3 molecule.

Each line ends with the Mulliken charge.
Element x y z (Å)
C1 0.48 -0.50 0.00  0.2047
C2 0.34 0.77 -0.75  -0.4217
C3 1.86 -1.12 -0.17  0.7610
C4 3.03 -0.35 0.45  -1.8045
C5 1.86 -2.58 0.35  -0.7768
C6 1.78 -2.69 1.81  -1.0990
C7 -1.93 1.53 0.27  0.1311
C8 -1.78 0.70 1.59  0.1398
C9 -2.90 1.12 -0.83  -0.7051
C10 -2.43 2.09 -1.94  -0.4737
C11 -1.04 2.69 -1.47  -1.0131
H1 -0.25 -1.61 -1.50  0.2943
H2 -0.80 -2.13 -0.10  0.2823
H3 0.20 -0.48 1.05  0.4981
H4 2.03 -1.22 -1.28  0.2003
H5 3.09 0.53 -0.16  0.5340
H6 2.86 -0.10 1.53  0.3182
H7 3.92 -0.97 0.42  0.3981
H8 2.82 -3.07 -0.01  0.3931
H9 1.10 -3.11 -0.24  0.3779
H10 0.83 -2.28 2.22  0.2118
H11 1.89 -3.68 2.16  0.4472
H12 2.59 -2.10 2.30  0.2621
H13 -2.18 2.51 0.62  0.5564
H14 -2.73 0.05 -1.04  0.2260
H15 -3.92 1.33 -0.43  0.3999
H16 -2.24 1.40 -2.83  0.2517
H17 -3.24 2.83 -2.14  0.3478
H18 -1.17 3.65 -1.05  0.4182
H19 -0.27 2.73 -2.27  0.3835
H20 -0.23 1.76 1.94  0.4728
N1 -0.58 -1.29 -0.61  -0.4661
N2 -0.61 1.71 -0.41  0.0007
O1 1.00 0.90 -1.79  -0.6975
O2 -2.50 -0.20 1.85  -0.5197
O3 -0.88 1.18 2.49  -0.5338

Properties
DFT total energy	-766.36776	Ha
total charge	0
SMILES string	CC[C@H](C)[C@H](N)C(=O)N1CCC[C@H]1C(=O)O
orbital gap	10.30	eV
relative energy (zero: lowest compared OMol25 entry of this formula, charge and spin)	151.4	kJ/mol
multiplicity	1

Entry 4:
The following is a DFT calculation (ωB97M-V/def2-TZVPD) of a single C11H20N2O4S molecule.

Each line ends with the Mulliken charge.
Element x y z (Å)
C1 3.13 0.61 0.69  -0.8354
H1 2.59 0.28 -0.19  0.2160
H2 3.71 -0.19 1.13  0.3096
H3 3.77 1.45 0.45  0.4103
S1 1.96 1.23 1.93  1.2612
O1 1.21 2.31 1.36  -0.6598
O2 2.72 1.46 3.13  -0.6852
N1 0.87 0.04 2.29  0.1245
C2 -0.38 -0.01 1.60  -1.5614
H4 -1.16 -0.29 2.31  0.2299
C3 -0.38 -1.01 0.41  0.4252
C4 0.01 -0.27 -0.87  0.4106
O3 1.11 -0.43 -1.39  -0.7867
N2 -0.88 0.59 -1.39  0.2026
C5 -2.23 0.88 -0.94  -0.4825
H5 -2.52 0.25 -0.10  0.4077
C6 -3.20 0.66 -2.11  -0.7418
O4 -2.86 1.44 -3.22  -0.3754
C7 -1.55 1.14 -3.66  -0.6120
H6 -1.36 1.80 -4.51  0.3533
C8 -0.52 1.38 -2.55  -0.7468
H7 0.47 1.08 -2.88  0.4244
H8 -0.52 2.44 -2.27  0.3420
H9 -1.49 0.09 -4.00  0.3244
H10 -4.21 0.95 -1.82  0.3562
H11 -3.20 -0.41 -2.38  0.3467
H12 -2.27 1.93 -0.63  0.2352
H13 -1.38 -1.43 0.29  0.6432
C9 0.61 -2.15 0.70  -0.9875
C10 0.74 -2.41 2.19  -0.7687
C11 1.33 -1.19 2.90  -0.7108
H14 1.05 -1.19 3.96  0.2377
H15 2.42 -1.19 2.85  0.4062
H16 -0.25 -2.64 2.60  0.3091
H17 1.38 -3.28 2.37  0.4270
H18 0.29 -3.05 0.18  0.5286
H19 1.59 -1.88 0.29  0.2682
H20 -0.57 1.01 1.26  0.7541

Properties
DFT total energy	-1239.80234	Ha
total charge	0
SMILES string	CS(=O)(=O)N1CCC[C@H](C(=O)N2CCOCC2)C1
orbital gap	9.83	eV
relative energy (zero: lowest compared OMol25 entry of this formula, charge and spin)	0.0	kJ/mol
multiplicity	1

> Look up the DFT total energy of the first one.

-3664.96488 Ha